Molecular formula: C33H53As3GeIrP
Method: DFT, the ωB97M-V functional and the def2-TZVPD basis

## Properties
- ⟨S²⟩ = 0.76
- gap between HOMO and LUMO (alpha / beta) (eV) = 2.9 / 3.0
- 2S+1 = 2
- net charge = +3
- HOMO (alpha / beta) (eV) = -14.4 / -14.4

```
92
Properties=species:S:1:pos:R:3:mulliken_charge:R:1
Ir 0.331 -0.422 0.114 1.4794
C -1.131 -3.986 1.098 -1.2627
As -0.295 -2.355 1.786 0.6043
C -1.506 -1.997 3.279 -1.2651
C 1.269 -2.898 2.903 -1.0851
C 2.571 -3.378 2.255 2.0631
C 2.258 -4.471 1.228 -1.7380
C 3.375 -2.256 1.591 -0.9965
As 2.708 -1.347 -0.059 0.4796
C 3.025 -2.602 -1.526 -1.2238
C 4.277 -0.210 -0.349 -1.3399
C 3.443 -4.073 3.331 -2.0753
As 4.293 -3.157 4.924 0.3735
C 5.963 -2.342 4.299 -1.0753
C 3.264 -1.599 5.556 -0.7142
H -0.708 -4.312 0.149 0.3777
H -2.185 -3.763 0.929 0.5034
H -1.049 -4.793 1.826 0.4240
H -1.630 -2.919 3.853 0.5090
H -2.478 -1.697 2.888 0.4899
H -1.122 -1.210 3.930 0.3367
H 0.881 -3.695 3.548 0.7748
H 1.464 -2.026 3.536 -0.0802
H 1.646 -4.050 0.427 -0.0283
H 1.710 -5.290 1.693 0.4237
H 3.169 -4.880 0.795 0.4651
H 4.354 -2.653 1.294 0.7830
H 3.550 -1.453 2.317 -0.0950
H 3.903 -3.211 -1.309 0.4288
H 3.225 -2.018 -2.428 0.5038
H 2.170 -3.247 -1.722 0.4040
H 5.160 -0.851 -0.405 0.5261
H 4.415 0.532 0.436 0.3492
H 4.176 0.311 -1.302 0.4395
H 4.303 -4.556 2.856 0.5690
H 2.855 -4.879 3.777 0.5429
H 6.534 -3.054 3.707 0.3575
H 6.565 -2.074 5.167 0.4023
H 5.766 -1.440 3.720 0.2397
H 2.280 -1.892 5.911 0.3963
H 3.174 -0.836 4.782 -0.2082
H 3.809 -1.173 6.398 0.4653
C 0.918 0.843 -3.628 -0.9150
Ge -1.009 0.396 -3.271 0.5263
C -1.735 -0.709 -4.765 -1.1079
C -2.133 2.008 -2.948 -0.7900
C -1.016 -0.734 -1.554 -1.3874
H 1.102 0.694 -4.688 0.5255
H 1.596 0.212 -3.055 0.0350
H 1.100 1.887 -3.391 0.2741
H -1.852 -0.070 -5.637 0.3866
H -2.706 -1.125 -4.512 0.3843
H -1.048 -1.513 -5.013 0.3671
H -1.973 2.679 -3.790 0.4192
H -1.849 2.514 -2.029 0.0291
H -3.189 1.760 -2.908 0.3781
H -0.869 -1.753 -1.925 0.5886
H -2.027 -0.627 -1.154 0.5051
C 2.090 2.099 5.534 -0.6881
C 2.799 1.628 4.435 -0.8829
C 2.142 1.393 3.244 -0.4512
C 0.779 1.673 3.127 0.9565
C 0.069 2.135 4.230 -0.5465
C 0.729 2.335 5.433 -0.8041
P 0.142 1.634 1.421 0.9082
C -1.500 2.383 1.444 0.8754
C -2.515 1.814 2.217 -0.6388
C -3.757 2.418 2.269 -0.7372
C -4.004 3.564 1.523 -0.6485
C -3.010 4.097 0.713 -0.6684
C -1.764 3.508 0.664 -1.0401
C 1.250 2.874 0.687 0.1769
C 1.912 2.604 -0.504 0.1073
C 2.748 3.555 -1.059 -0.6968
C 2.908 4.782 -0.433 -0.7824
C 2.247 5.054 0.756 -0.8645
C 1.431 4.096 1.332 -0.1563
H 2.603 2.294 6.462 0.4970
H 3.869 1.484 4.504 0.5357
H 2.685 1.039 2.369 0.4042
H -0.982 2.377 4.150 0.6053
H 0.181 2.706 6.285 0.4968
H -2.327 0.909 2.781 0.4826
H -4.529 1.998 2.893 0.4930
H -4.971 4.035 1.558 0.4669
H -3.202 4.971 0.114 0.5015
H -0.992 3.938 0.040 0.4838
H 1.748 1.643 -0.990 -0.1649
H 3.275 3.349 -1.978 0.5269
H 3.548 5.532 -0.870 0.4562
H 2.374 6.007 1.245 0.5059
H 0.933 4.296 2.272 0.5482
```